(1)
Molecular formula: C48H100ClFN3O10
Method: DFT, the ωB97M-V functional and the def2-TZVPD basis

Atoms and positions in Å:
C (7.72, -1.93, 2.11)
C (6.21, -1.45, 1.61)
O (5.66, -2.31, 0.54)
C (4.58, -1.63, -0.20)
C (3.31, -2.64, -0.60)
C (2.31, -1.75, -1.52)
C (1.66, -2.45, -2.84)
C (0.78, -3.81, -2.57)
C (-0.76, -3.51, -2.00)
C (-1.40, -4.92, -1.47)
C (-2.94, -4.83, -0.94)
C (-3.15, -5.83, 0.39)
C (-3.47, -5.01, 1.78)
C (-2.14, -4.63, 2.67)
C (-2.52, -3.24, 3.51)
C (-1.88, -1.89, 2.81)
C (-2.32, -1.81, 1.20)
N (-2.07, -0.45, 0.58)
C (-1.22, 0.64, 1.25)
C (-1.32, 1.91, 0.19)
C (-2.25, 1.50, -1.10)
C (-2.68, -0.07, -0.76)
C (3.98, -3.96, -1.26)
C (4.11, -5.26, -0.20)
C (4.88, -6.55, -0.89)
C (4.11, -7.17, -2.19)
O (4.55, -6.83, -3.43)
Cl (2.69, -8.38, -2.15)
N (2.70, -5.67, 0.23)
F (2.83, -6.61, 1.22)
C (1.86, -4.55, 0.80)
C (2.68, -3.10, 0.88)
O (1.85, -2.01, 1.50)
C (2.60, -1.49, 2.68)
N (3.16, -0.91, 3.73)
H (7.78, -2.09, 3.27)
H (7.93, -2.97, 1.60)
H (8.59, -1.20, 1.71)
H (6.35, -0.32, 1.27)
H (5.51, -1.53, 2.56)
H (5.03, -1.17, -1.18)
H (4.15, -0.75, 0.48)
H (2.95, -0.83, -1.93)
H (1.41, -1.23, -0.94)
H (2.46, -2.70, -3.65)
H (0.91, -1.66, -3.32)
H (0.60, -4.31, -3.64)
H (1.33, -4.64, -1.94)
H (-1.40, -3.13, -2.91)
H (-0.64, -2.68, -1.19)
H (-1.40, -5.67, -2.41)
H (-0.77, -5.47, -0.64)
H (-3.70, -5.25, -1.75)
H (-3.30, -3.72, -0.73)
H (-2.23, -6.52, 0.59)
H (-4.08, -6.55, 0.20)
H (-4.16, -5.69, 2.46)
H (-4.09, -4.06, 1.50)
H (-1.79, -5.46, 3.41)
H (-1.26, -4.43, 1.92)
H (-2.07, -3.38, 4.59)
H (-3.70, -3.21, 3.57)
H (-2.35, -0.95, 3.32)
H (-0.69, -1.85, 2.88)
H (-1.84, -2.71, 0.63)
H (-3.50, -1.99, 1.15)
H (-0.64, 0.55, 2.26)
H (-0.81, 2.95, 0.36)
H (-2.57, 2.13, -2.06)
H (-3.34, -0.70, -1.50)
H (3.48, -4.41, -2.21)
H (5.12, -3.74, -1.57)
H (4.74, -4.98, 0.76)
H (4.99, -7.42, -0.08)
H (5.98, -6.23, -1.17)
H (2.14, -6.11, -0.54)
H (0.87, -4.32, 0.22)
H (1.57, -4.80, 1.92)
H (3.54, -3.29, 1.68)
C (-4.39, 4.12, 1.82)
C (-3.93, 5.26, 0.93)
C (-5.04, 5.74, 0.02)
O (-2.82, 4.83, 0.14)
H (-4.70, 3.25, 1.22)
H (-3.58, 3.77, 2.46)
H (-5.23, 4.42, 2.45)
H (-3.58, 6.09, 1.55)
H (-5.38, 4.93, -0.65)
H (-4.69, 6.55, -0.63)
H (-5.90, 6.09, 0.59)
H (-3.12, 4.09, -0.41)
C (-4.12, 9.71, -1.02)
C (-5.35, 9.58, -1.89)
C (-5.75, 10.92, -2.49)
O (-6.43, 9.07, -1.11)
H (-4.30, 10.39, -0.18)
H (-3.84, 8.75, -0.58)
H (-3.26, 10.09, -1.59)
H (-5.16, 8.86, -2.69)
H (-6.00, 11.64, -1.70)
H (-6.65, 10.81, -3.11)
H (-4.95, 11.33, -3.11)
H (-6.61, 9.70, -0.39)
C (-10.38, 7.34, -0.45)
C (-10.70, 8.29, -1.60)
C (-10.82, 7.53, -2.92)
O (-9.67, 9.27, -1.71)
H (-9.42, 6.84, -0.62)
H (-10.28, 7.90, 0.49)
H (-11.16, 6.58, -0.33)
H (-11.64, 8.81, -1.39)
H (-9.88, 7.03, -3.17)
H (-11.04, 8.23, -3.74)
H (-11.61, 6.78, -2.87)
H (-8.84, 8.81, -1.90)
C (-4.50, -8.56, -5.05)
C (-3.32, -7.91, -4.35)
C (-2.25, -8.94, -4.00)
O (-3.76, -7.27, -3.16)
H (-4.98, -9.30, -4.40)
H (-5.27, -7.81, -5.28)
H (-4.19, -9.04, -5.98)
H (-2.89, -7.14, -4.99)
H (-2.64, -9.70, -3.32)
H (-1.41, -8.46, -3.49)
H (-1.87, -9.43, -4.90)
H (-4.15, -7.95, -2.58)
C (12.49, -0.71, 4.04)
C (10.97, -0.65, 4.03)
C (10.43, -0.13, 5.35)
O (10.45, -1.96, 3.79)
H (12.85, -1.38, 4.82)
H (12.86, -1.09, 3.09)
H (12.92, 0.29, 4.21)
H (10.63, -0.01, 3.21)
H (10.72, -0.79, 6.18)
H (9.33, -0.11, 5.34)
H (10.79, 0.88, 5.56)
H (10.75, -2.54, 4.51)
C (12.61, 5.04, 4.28)
C (11.27, 4.46, 4.70)
C (10.61, 5.31, 5.77)
O (11.45, 3.14, 5.19)
H (13.30, 5.07, 5.13)
H (13.07, 4.41, 3.51)
H (12.49, 6.05, 3.88)
H (10.60, 4.40, 3.83)
H (11.23, 5.36, 6.67)
H (9.65, 4.88, 6.08)
H (10.44, 6.33, 5.42)
H (12.04, 3.19, 5.97)
C (-6.22, 1.23, -4.29)
C (-6.02, 2.42, -3.36)
C (-6.70, 3.66, -3.91)
O (-4.63, 2.67, -3.21)
H (-5.78, 1.42, -5.27)
H (-5.71, 0.34, -3.89)
H (-7.28, 1.00, -4.42)
H (-6.42, 2.18, -2.37)
H (-6.28, 3.94, -4.88)
H (-6.54, 4.51, -3.24)
H (-7.78, 3.51, -4.03)
H (-4.26, 2.88, -4.08)

Properties
Total charge: +1
Gap between HOMO and LUMO (eV): 5.69
Spin multiplicity: 1
HOMO level (eV): -9.30

=====

(2)
Molecular formula: C48H101F3O26
Method: DFT, the ωB97M-V functional and the def2-TZVPD basis

Atoms and positions in Å:
C (3.97, -2.51, 1.31)
O (5.14, -1.73, 1.70)
C (6.21, -2.61, 1.97)
C (7.58, -2.00, 1.66)
O (7.57, -1.97, 0.21)
C (8.64, -1.27, -0.39)
C (8.88, -1.89, -1.76)
O (7.74, -2.29, -2.41)
C (7.21, -3.60, -2.08)
H (3.72, -3.25, 2.07)
H (4.01, -3.06, 0.37)
H (3.05, -1.93, 1.31)
H (6.27, -3.52, 1.37)
H (6.09, -2.74, 3.05)
H (8.44, -2.50, 2.12)
H (7.72, -1.03, 2.14)
H (9.45, -1.32, 0.34)
H (8.26, -0.25, -0.43)
H (9.59, -2.71, -1.63)
H (9.32, -1.22, -2.50)
H (7.68, -4.38, -2.68)
H (6.15, -3.68, -2.31)
H (7.33, -3.72, -1.00)
C (-6.01, -3.22, 2.19)
O (-6.78, -2.84, 1.05)
C (-7.17, -1.51, 1.08)
C (-6.58, -0.63, -0.09)
O (-7.51, 0.39, -0.55)
C (-6.97, 1.08, -1.58)
C (-6.10, 2.27, -1.15)
O (-6.83, 3.19, -0.25)
C (-6.54, 2.85, 1.14)
H (-5.94, -4.26, 1.87)
H (-6.46, -3.11, 3.17)
H (-4.98, -2.86, 2.26)
H (-7.21, -0.98, 2.03)
H (-8.24, -1.63, 0.89)
H (-6.37, -1.32, -0.90)
H (-5.58, -0.34, 0.22)
H (-7.93, 1.49, -1.90)
H (-6.59, 0.42, -2.36)
H (-5.87, 2.84, -2.05)
H (-5.20, 2.00, -0.59)
H (-5.52, 3.01, 1.50)
H (-6.83, 1.85, 1.44)
H (-7.26, 3.42, 1.73)
C (-2.20, -0.56, 0.79)
O (-1.42, 0.21, -0.09)
C (-0.12, -0.17, -0.31)
C (0.22, -1.61, -0.78)
O (1.58, -1.84, -1.11)
C (1.83, -3.14, -1.63)
C (1.68, -3.29, -3.14)
O (0.68, -2.50, -3.81)
C (-0.17, -3.10, -4.78)
H (-3.23, -0.32, 0.53)
H (-2.05, -0.23, 1.82)
H (-2.04, -1.64, 0.74)
H (0.41, 0.00, 0.63)
H (0.32, 0.47, -1.07)
H (-0.32, -1.68, -1.72)
H (-0.25, -2.36, -0.13)
H (1.14, -3.88, -1.22)
H (2.83, -3.42, -1.29)
H (1.63, -4.37, -3.31)
H (2.65, -3.02, -3.57)
H (-0.80, -2.38, -5.31)
H (-0.83, -3.81, -4.29)
H (0.51, -3.59, -5.48)
C (-2.15, 2.78, 1.24)
O (-2.20, 4.24, 1.44)
C (-3.15, 4.93, 0.63)
C (-2.52, 6.28, -0.07)
O (-1.74, 7.14, 0.84)
C (-2.53, 7.47, 1.98)
C (-1.96, 8.77, 2.58)
O (-0.90, 8.33, 3.55)
C (-0.69, 9.10, 4.71)
H (-3.01, 2.31, 1.71)
H (-1.28, 2.42, 1.78)
H (-2.13, 2.63, 0.16)
H (-3.97, 5.27, 1.25)
H (-3.47, 4.32, -0.22)
H (-3.40, 6.81, -0.43)
H (-1.86, 6.05, -0.91)
H (-2.54, 6.68, 2.74)
H (-3.54, 7.63, 1.63)
H (-2.78, 9.14, 3.20)
H (-1.72, 9.40, 1.73)
H (-0.16, 8.38, 5.33)
H (-1.60, 9.46, 5.19)
H (-0.08, 9.95, 4.40)
C (5.09, 0.12, -4.19)
O (4.43, 1.25, -3.40)
C (3.29, 1.90, -3.81)
C (2.12, 1.09, -3.61)
O (1.16, 1.46, -4.59)
C (-0.16, 0.96, -4.24)
C (-1.29, 1.75, -5.18)
O (-1.56, 0.89, -6.29)
C (-2.59, 1.21, -7.15)
H (6.10, 0.00, -3.80)
H (5.05, 0.43, -5.23)
H (4.44, -0.75, -4.18)
H (3.41, 2.33, -4.80)
H (3.11, 2.73, -3.12)
H (1.64, 1.28, -2.65)
H (2.32, 0.02, -3.64)
H (-0.56, 1.25, -3.27)
H (-0.20, -0.12, -4.40)
H (-0.85, 2.69, -5.52)
H (-2.15, 2.09, -4.60)
H (-2.69, 0.48, -7.95)
H (-2.28, 2.18, -7.53)
H (-3.54, 1.34, -6.64)
C (1.42, 4.45, 5.02)
O (2.14, 4.21, 3.75)
C (1.36, 3.85, 2.65)
C (2.30, 3.98, 1.37)
O (2.68, 5.17, 0.85)
C (1.65, 5.99, 0.30)
C (1.04, 5.34, -1.00)
O (0.17, 4.13, -0.93)
C (-0.19, 3.59, -2.27)
H (0.54, 5.08, 4.97)
H (2.03, 4.97, 5.76)
H (1.24, 3.50, 5.53)
H (0.48, 4.47, 2.46)
H (0.98, 2.85, 2.84)
H (1.91, 3.29, 0.62)
H (3.23, 3.46, 1.61)
H (2.21, 6.91, 0.13)
H (0.87, 6.15, 1.04)
H (1.89, 5.02, -1.61)
H (0.46, 6.14, -1.44)
H (-0.59, 4.45, -2.82)
H (-0.94, 2.83, -2.08)
H (0.64, 3.13, -2.80)
C (-4.77, -3.09, -2.60)
C (-3.27, -2.69, -2.26)
O (-2.41, -3.80, -2.02)
C (-2.37, -4.38, -0.85)
O (-2.77, -3.85, 0.23)
C (-1.56, -5.72, -0.72)
F (-1.42, -6.21, -1.90)
F (-0.37, -5.52, -0.09)
F (-2.27, -6.69, -0.02)
H (-5.30, -3.48, -1.73)
H (-4.72, -3.88, -3.35)
H (-5.27, -2.18, -2.93)
H (-3.35, -2.13, -1.33)
H (-2.79, -2.01, -2.96)
C (4.35, -5.58, 4.16)
C (3.79, -6.71, 3.13)
C (2.28, -6.90, 3.12)
O (1.91, -6.51, 1.73)
C (3.04, -6.22, 1.10)
O (3.30, -5.94, -0.09)
O (4.12, -6.47, 1.88)
H (4.15, -4.61, 3.72)
H (5.43, -5.65, 4.24)
H (3.95, -5.69, 5.17)
H (4.24, -7.67, 3.40)
H (1.92, -6.16, 3.83)
H (2.17, -7.96, 3.37)
C (-0.72, -4.76, 3.41)
C (-1.37, -3.42, 3.56)
C (-1.91, -3.03, 4.90)
O (-1.54, -1.72, 5.15)
C (-0.88, -1.28, 4.11)
O (-0.34, -0.13, 4.03)
O (-0.61, -2.26, 3.21)
H (-0.63, -5.12, 2.39)
H (-1.43, -5.41, 3.91)
H (0.24, -4.66, 3.92)
H (-2.27, -3.43, 2.94)
H (-1.59, -3.71, 5.69)
H (-3.00, -3.05, 4.97)

Properties
ΔE to the lowest compared entry with this formula, charge and spin (kcal per mole): 91.3
Total charge: +1
<S²>: 0.756
Gap between HOMO and LUMO (alpha / beta) (eV): 7.97 / 2.14
Spin multiplicity: 2
HOMO level (alpha / beta) (eV): -10.33 / -10.33